Record 1
C36H33MgN3O2S | ωB97M-V/def2-TZVPD

## Properties
F_max (Eh/bohr): 0.04313
HOMO-LUMO gap (eV): 8.5
Total energy (eV): -62717.5531
M (g mol⁻¹): 596.1

```
76
Properties=species:S:1:pos:R:3:forces:R:3
Mg 0.233 0.224 1.172 0.1 0.4 1.4
O 1.623 -0.717 0.652 2.0 -0.7 -0.7
C 2.699 -0.184 -0.024 0.2 0.0 0.0
C 2.587 1.397 -0.112 0.0 -0.5 0.0
C 1.357 1.934 -0.781 -0.1 0.2 -0.3
C 1.416 2.723 -1.927 0.0 0.0 0.1
C 0.240 3.132 -2.527 0.0 0.0 0.1
C -0.973 2.734 -1.988 0.0 0.1 0.0
C -0.980 1.981 -0.823 0.0 0.2 -0.1
C -2.266 1.509 -0.201 0.1 -0.5 0.0
C -2.257 -0.031 0.135 -0.3 0.2 -0.1
O -1.493 -0.225 1.271 -1.8 -0.4 -0.1
C -1.734 -0.846 -1.066 0.0 -0.1 0.0
C -1.969 -0.485 -2.391 0.0 0.0 0.0
C -1.484 -1.259 -3.435 0.0 0.0 -0.1
C -0.781 -2.425 -3.173 0.0 0.0 0.0
C -0.572 -2.810 -1.859 0.0 0.0 0.0
C -1.037 -2.023 -0.818 0.0 0.0 0.0
C -3.709 -0.493 0.379 0.0 0.1 0.1
C -4.008 -1.189 1.544 0.1 0.0 0.0
C -5.302 -1.615 1.813 0.0 0.0 0.0
C -6.322 -1.353 0.911 -0.1 0.0 0.0
C -6.030 -0.686 -0.270 0.0 0.0 -0.1
C -4.735 -0.267 -0.535 0.0 0.0 0.0
N 0.171 1.638 -0.225 0.0 0.5 -0.9
C 2.853 -0.905 -1.375 -0.1 0.0 0.1
C 3.009 -0.303 -2.614 0.0 0.0 0.1
C 3.173 -1.068 -3.765 0.0 0.0 -0.1
C 3.198 -2.449 -3.690 0.0 0.0 -0.1
C 3.054 -3.064 -2.452 0.0 0.0 0.1
C 2.880 -2.300 -1.314 -0.1 0.0 0.0
C 4.015 -0.424 0.747 -0.1 0.0 0.0
C 3.975 -0.958 2.027 -0.1 0.0 0.0
C 5.147 -1.173 2.741 0.1 0.0 0.0
C 6.374 -0.856 2.179 0.0 0.0 0.1
C 6.423 -0.327 0.897 0.0 0.0 -0.1
C 5.252 -0.115 0.186 0.0 0.0 0.0
H 2.572 1.705 0.938 0.1 0.1 0.0
H 3.484 1.807 -0.573 0.0 0.1 0.0
H 2.375 3.021 -2.328 0.0 -0.1 0.0
H 0.266 3.744 -3.419 0.0 0.0 0.0
H -1.903 3.010 -2.466 0.0 0.0 0.0
H -2.404 2.000 0.763 -0.1 0.1 0.0
H -3.105 1.779 -0.841 0.0 0.1 0.0
H -2.533 0.407 -2.633 0.0 0.1 0.0
H -1.655 -0.945 -4.457 0.0 0.0 0.0
H -0.402 -3.027 -3.989 0.0 0.0 0.0
H -0.035 -3.724 -1.641 0.0 0.0 0.0
H -0.858 -2.314 0.208 0.0 0.0 0.0
H -3.195 -1.409 2.223 0.0 0.0 0.0
H -5.511 -2.159 2.726 0.0 0.0 0.0
H -7.334 -1.677 1.118 0.0 0.0 0.0
H -6.813 -0.497 -0.994 0.0 0.0 0.0
H -4.525 0.226 -1.477 0.0 0.0 0.0
H 3.021 0.771 -2.708 0.0 0.1 0.0
H 3.293 -0.573 -4.722 0.0 0.0 0.0
H 3.344 -3.041 -4.584 0.0 0.0 0.0
H 3.080 -4.145 -2.377 0.0 0.0 0.0
H 2.764 -2.770 -0.345 0.0 0.0 0.0
H 3.012 -1.206 2.453 0.0 0.0 0.0
H 5.103 -1.594 3.738 0.0 0.0 0.0
H 7.290 -1.024 2.733 0.0 0.0 0.0
H 7.377 -0.084 0.446 0.0 0.0 0.0
H 5.305 0.276 -0.824 0.0 0.0 0.0
S 0.741 1.445 3.339 0.4 -0.2 -0.1
C -0.900 1.753 3.476 -0.5 0.4 0.4
N -1.496 2.895 3.096 -0.1 0.0 0.0
C -2.880 2.980 3.543 0.0 0.0 0.0
C -3.154 1.535 3.991 0.0 0.0 0.0
N -1.808 0.972 4.082 -0.1 0.1 -0.1
H -0.951 3.693 2.824 0.1 0.0 0.0
H -3.543 3.289 2.736 0.0 0.0 0.0
H -2.977 3.688 4.369 0.0 0.0 0.0
H -3.759 0.999 3.261 0.0 -0.1 -0.1
H -3.647 1.496 4.962 0.0 0.0 0.0
H -1.666 -0.024 4.066 0.1 -0.1 0.0
```
Forces are in eV/Å.



Record 2
C36H33N2O2P2PdS2 | ωB97M-V/def2-TZVPD

## Properties
F_max (Eh/bohr): 0.01197
HOMO-LUMO gap (spin up / spin down) (eV): 5.1 / 5.1
Total energy (eV): -88646.0029
M (g mol⁻¹): 758.2
Total charge: +3

```
78
Properties=species:S:1:pos:R:3:forces:R:3
Pd -0.152 -0.235 -0.212 0.4 0.1 0.3
C -2.337 -0.388 2.366 0.2 -0.1 0.0
C -2.797 0.830 1.579 0.0 0.1 -0.2
P -1.258 1.451 0.811 -0.2 0.1 -0.1
C -0.201 2.008 2.156 0.0 0.1 0.0
C 1.174 1.777 2.126 0.0 0.0 0.0
C 1.980 2.248 3.152 0.0 0.0 0.0
C 1.417 2.949 4.209 0.0 0.0 0.0
C 0.048 3.188 4.241 0.0 0.0 0.0
C -0.761 2.724 3.217 0.0 0.1 0.0
C -1.660 2.856 -0.226 -0.2 0.0 0.1
C -0.877 4.009 -0.200 0.1 0.0 -0.1
C -1.252 5.112 -0.956 0.0 0.0 0.0
C -2.410 5.072 -1.719 0.0 0.0 0.0
C -3.199 3.923 -1.743 0.0 0.0 0.0
C -2.823 2.815 -1.003 -0.1 0.0 0.1
P -1.448 -1.428 1.158 -0.6 0.0 -0.1
C -2.666 -2.008 -0.047 0.2 -0.2 0.1
C -2.229 -2.412 -1.313 0.1 0.0 0.0
C -3.129 -2.918 -2.236 0.0 0.0 0.0
C -4.473 -3.032 -1.900 0.0 0.0 0.0
C -4.912 -2.647 -0.641 0.0 0.0 0.0
C -4.013 -2.142 0.287 0.0 0.1 0.1
C -0.667 -2.797 1.977 0.2 0.1 0.1
C -0.572 -4.046 1.358 0.0 0.0 0.0
C -0.021 -5.108 2.054 0.0 0.0 0.0
C 0.440 -4.928 3.353 0.0 0.0 0.0
C 0.364 -3.681 3.964 0.0 0.0 0.0
C -0.179 -2.610 3.277 0.1 0.0 0.0
H -3.121 -0.961 2.860 -0.1 0.1 -0.1
H -1.626 -0.074 3.132 0.0 -0.1 0.1
H -3.290 1.595 2.177 0.1 0.0 0.1
H -3.486 0.543 0.782 0.0 0.0 0.0
H 1.621 1.223 1.308 0.0 0.0 0.0
H 3.046 2.067 3.127 0.0 0.0 0.0
H 2.045 3.311 5.012 0.0 0.0 0.0
H -0.388 3.741 5.062 0.0 0.0 0.0
H -1.822 2.940 3.250 0.0 0.0 0.0
H 0.014 4.055 0.414 0.0 0.0 0.0
H -0.652 6.012 -0.928 0.0 0.0 0.0
H -2.714 5.944 -2.283 0.0 0.0 0.0
H -4.115 3.907 -2.319 0.0 0.0 0.0
H -3.447 1.927 -1.018 0.0 0.0 0.0
H -1.173 -2.382 -1.574 0.0 0.0 0.0
H -2.782 -3.251 -3.205 0.0 0.0 0.0
H -5.177 -3.440 -2.612 0.0 0.0 0.0
H -5.954 -2.753 -0.374 0.0 0.0 0.0
H -4.374 -1.867 1.270 0.0 0.0 0.0
H -0.948 -4.202 0.355 0.0 0.0 0.0
H 0.039 -6.082 1.588 0.0 0.0 0.0
H 0.858 -5.766 3.894 0.0 0.0 0.0
H 0.724 -3.548 4.975 0.0 0.0 0.0
H -0.223 -1.641 3.758 0.0 0.0 0.0
O 3.994 -2.240 1.157 0.0 0.0 0.0
C 4.735 -1.798 0.157 0.0 -0.1 0.1
C 6.105 -2.055 0.200 0.0 0.0 0.0
C 6.904 -1.617 -0.824 0.0 0.0 0.0
C 6.386 -0.904 -1.933 -0.2 0.0 0.0
C 5.057 -0.630 -1.995 0.0 0.0 0.1
C 4.180 -1.066 -0.946 0.0 0.1 -0.1
C 2.801 -0.797 -0.943 -0.1 0.3 -0.3
O 1.955 -1.143 -0.101 -0.1 -0.2 -0.2
N 2.342 -0.013 -2.110 0.0 -0.3 0.4
N 1.172 0.392 -2.008 0.3 0.1 -0.3
C 0.754 1.025 -3.229 -0.1 0.1 0.2
S 1.729 1.040 -4.588 0.0 0.1 -0.1
C 0.645 2.202 -5.492 0.0 0.0 0.0
C -0.783 1.988 -5.032 0.0 0.0 0.0
S -0.767 1.708 -3.224 0.0 0.0 -0.2
H 3.055 -2.024 1.014 0.0 0.0 0.0
H 6.501 -2.605 1.043 0.0 0.0 0.0
H 7.966 -1.826 -0.789 0.0 0.0 0.0
H 7.052 -0.589 -2.723 0.0 0.0 0.0
H 4.648 -0.092 -2.836 0.0 0.0 0.0
H 0.759 1.999 -6.556 0.0 0.0 0.0
H 1.017 3.204 -5.275 0.0 0.0 0.0
H -1.241 1.103 -5.477 0.0 0.0 0.0
H -1.409 2.857 -5.232 0.0 0.0 0.0
```
Forces are in eV/Å.